# C26H36BClI2N5O2PS

The molecule C26H36BClI2N5O2PS at a distorted geometry (ωB97M-V with the def2-TZVPD basis set, the OMol25 dataset).

```
75
Properties=species:S:1:pos:R:3:lowdin_charge:R:1
S 0.927 1.194 2.407 0.925
C 2.400 0.095 0.165 -0.168
H 3.993 -3.123 3.992 0.055
H -4.974 2.026 -0.434 0.086
N -5.367 -1.953 2.694 0.060
H -1.846 1.926 4.712 0.100
C 3.431 -0.484 2.634 -0.154
C -1.457 0.450 -4.037 -0.782
H 2.328 -1.299 6.002 0.110
N -3.570 -0.475 -1.947 -0.094
H -4.773 0.707 1.838 0.134
N -2.463 -0.430 4.101 0.148
H -4.432 -2.274 -2.703 0.107
O -5.531 0.280 -2.975 0.006
H -0.820 -0.805 -5.878 0.065
C 3.328 -0.361 4.238 -0.192
H 0.512 0.252 -5.201 0.070
H -2.405 -0.196 -4.174 0.088
H -3.602 2.567 -1.534 0.015
C -4.601 2.020 -1.528 -0.055
C 3.537 -0.750 -0.488 -0.234
C 1.626 2.228 -0.838 -0.196
N 4.856 0.032 -2.875 -0.335
C 2.368 0.204 1.739 -0.303
I -1.878 2.588 -3.908 0.893
H -2.306 -0.172 5.098 0.084
H 1.450 2.793 0.145 0.102
H 4.327 -2.696 5.756 0.080
C 4.576 -1.315 1.949 -0.015
C -1.884 0.543 1.647 -0.017
H 2.454 -0.442 -3.035 -0.050
C 4.613 -1.447 0.395 -0.052
H 5.370 -1.819 2.604 0.099
H -5.136 -2.930 2.957 0.042
H 3.992 -2.267 -2.780 0.010
H -0.837 1.077 -6.180 0.048
C -2.549 -0.080 -0.957 -0.096
C 2.541 -1.596 4.905 -0.241
H 5.441 -2.052 -0.122 0.097
H 2.366 1.805 -3.618 0.056
H 2.785 0.624 4.443 0.087
C 3.032 2.629 -1.554 -0.646
C -2.943 0.116 0.556 -0.049
H 0.807 2.610 -1.563 0.111
B -2.218 0.753 3.218 -0.553
H 1.559 -1.839 4.353 0.109
H -5.356 2.676 -2.105 0.102
H 3.600 3.249 -3.692 0.084
P 3.645 -0.923 -2.384 0.724
C -4.440 -1.577 1.832 -0.226
H 0.533 0.403 -3.052 0.038
H 3.839 1.838 -1.386 0.064
H 1.841 3.521 -3.234 0.074
O -2.252 2.082 3.821 0.056
C -4.435 -0.120 1.115 -0.124
H -3.485 -2.518 -1.088 0.099
H -3.618 -2.322 1.553 0.119
N 1.426 0.741 -0.738 -0.129
H -1.742 -1.138 3.877 0.083
C -4.580 0.563 -2.175 -0.403
C -0.499 -0.078 -2.867 -0.697
I -0.132 -2.249 -3.138 0.806
C 0.025 0.539 -0.312 -0.120
C -0.419 0.740 1.188 -0.299
C -0.625 0.244 -5.431 -0.224
H -5.171 -1.774 -1.101 0.099
Cl 3.702 4.210 -0.864 0.522
C 2.719 2.781 -3.132 -0.140
H 2.911 -3.814 5.408 0.078
H 4.401 -0.308 4.637 0.120
C -4.167 -1.818 -1.674 -0.070
C -1.047 0.131 -1.388 -0.107
C 3.488 -2.909 4.992 -0.131
H -5.227 -0.182 0.297 0.096
H 5.582 -0.517 -3.357 -0.050
```

The value obtained for the frontier orbital gap is 7.59 eV. For the LUMO energy, the calculation gives -0.7 eV. As for the SMILES: [H]/N=C/Cc1c(B(N)O)c2c(c([C@@H](I)[C@H](C)I)c1N(C)C(C)=O)N(C[C@@H](C)Cl)c1c([PH2]=N)ccc(CCC)c1S2.



# C26H36BrF4O17PS

A 5-piece molecular cluster, C26H36BrF4O17PS overall at a distorted geometry (ωB97M-V with the def2-TZVPD basis set, the OMol25 dataset).

```
86
Properties=species:S:1:pos:R:3:lowdin_charge:R:1
F 3.060 -0.929 5.405 0.055
C 3.739 2.451 2.781 -0.422
O 3.800 -1.138 7.508 0.147
H -6.549 1.889 -0.609 0.179
H -0.794 0.173 -0.170 0.084
O 5.294 -2.803 7.183 0.077
O -1.206 -4.749 -1.816 0.145
C 5.560 0.369 2.730 -0.597
H 3.768 3.200 -1.006 0.094
H 0.032 -7.231 -1.866 0.150
H -7.854 -1.622 -2.341 0.155
O 6.229 0.334 3.908 -0.090
H 2.163 6.357 1.380 0.121
O -10.558 -2.289 -2.151 0.074
O 0.787 -1.525 -2.491 -0.108
H 2.203 0.797 1.168 -0.029
H -4.979 1.303 -3.184 0.153
O -2.842 1.555 0.056 0.129
C 4.171 -1.129 6.148 -0.336
C -1.118 -0.773 -0.779 0.001
H -9.629 -3.853 -1.196 0.149
H -9.299 -2.249 -0.503 0.145
H 4.856 1.713 0.924 0.105
O 2.161 4.483 4.025 -0.041
C 4.653 -2.019 8.102 -0.499
C 1.493 5.444 1.681 -0.059
C -9.451 -2.800 -1.435 -0.076
C -0.994 -5.628 -2.897 -0.330
F -6.684 0.229 -1.732 0.067
H 3.189 0.786 -3.748 0.120
H -5.797 2.811 -2.717 0.146
H 0.776 2.615 -1.720 0.117
O -8.940 -2.770 -3.655 0.143
H 3.115 5.610 -0.570 0.114
H 0.815 -6.705 -3.374 0.146
H -0.935 -1.797 -0.210 0.084
H 0.484 5.733 2.200 0.134
C 1.272 4.481 0.334 -0.195
S 0.664 1.552 3.351 0.150
C 0.035 -4.499 -1.313 -0.490
H 2.857 -0.103 3.234 -0.034
C -5.226 1.958 -2.342 -0.072
H 5.956 2.644 2.179 0.147
H 3.364 1.060 -0.901 0.088
O -1.218 -0.221 -3.264 -0.038
O 0.958 -5.399 -1.769 0.077
C -8.328 -2.608 -2.396 -0.333
H 1.566 0.497 -0.943 0.084
C 1.874 2.443 -2.129 -0.190
H -0.899 -5.055 -3.825 0.179
C 1.674 -0.921 -3.489 -0.183
H 1.373 3.338 0.566 0.090
F -7.396 -3.576 -2.248 0.082
O -4.885 0.689 -0.480 0.142
C 2.864 0.038 -2.876 -0.165
O -4.033 2.382 -1.713 0.080
C -10.230 -2.367 -3.477 -0.501
C 2.925 3.642 -1.708 -0.203
O -10.996 -2.102 -4.388 0.145
Br 5.066 -1.302 1.682 0.623
H 4.890 -0.322 5.968 0.160
O 0.293 -3.579 -0.554 0.125
C 2.421 4.510 2.712 -0.271
C 4.720 -2.497 5.928 -0.077
F -2.052 -6.466 -2.980 0.082
H 2.239 -1.828 -4.021 0.139
C 2.224 4.913 -0.931 -0.208
C 2.407 0.974 -1.609 -0.205
H -2.298 -0.723 -0.941 0.091
H 0.137 4.648 0.011 0.125
H 5.474 -2.520 5.136 0.136
H 3.943 -3.233 5.695 0.151
O 3.479 3.713 2.064 -0.118
C -5.934 1.242 -1.243 -0.324
H 1.598 5.519 -1.713 0.113
C -0.479 -0.809 -2.323 -0.282
C 5.121 1.819 2.082 -0.150
H 1.770 2.386 -3.311 0.114
O 4.828 -2.095 9.307 0.146
H 3.993 2.600 3.917 0.159
H 3.491 3.989 -2.696 0.118
H 3.845 -0.607 -2.660 0.118
H 1.146 -0.331 -4.349 0.130
P 2.387 1.112 2.562 0.375
C -3.835 1.540 -0.653 -0.501
C 0.240 -6.368 -2.507 -0.077
```

The value obtained for the frontier orbital gap is 7.43 eV. For the LUMO energy, the calculation gives -1.2 eV. As for the SMILES: CC(=O)OCCCCCCCCC(=O)O[C@H](CC(=O)Br)[PH2]=S.O=C1OC[C@@H](F)O1.O=C1OC[C@@H](F)O1.O=C1OC[C@@H](F)O1.O=C1OC[C@@H](F)O1.



# C26H36N6ORbS2

C26H36N6ORbS2 as an isolated structure at a distorted geometry (ωB97M-V with the def2-TZVPD basis set, the OMol25 dataset).

```
72
Properties=species:S:1:pos:R:3:lowdin_charge:R:1
H -1.192 -1.337 -2.864 0.114
H -3.156 2.195 -3.861 0.091
C 3.180 -0.313 1.470 -0.197
C -1.326 5.873 1.012 -0.116
H -3.057 2.144 -1.389 0.092
C -2.011 4.681 0.735 -0.395
C -1.222 3.098 -4.100 -0.135
H 4.031 -2.575 2.676 0.084
C 3.196 -2.785 2.011 -0.124
H -0.038 -2.715 5.600 0.108
H 4.200 0.631 -1.127 0.111
H 0.731 4.020 -3.990 0.092
C 3.185 0.256 -0.924 -0.226
H 2.727 0.620 -2.987 0.110
H 1.509 -4.739 -1.252 0.087
H 2.968 -3.776 -0.684 0.103
H 0.241 0.717 -2.404 0.095
C 2.611 -4.055 1.994 -0.115
H 0.813 4.037 -1.535 0.098
H 2.913 -4.837 2.679 0.052
H 1.151 -1.225 -3.565 0.115
C -0.047 3.621 -2.049 -0.141
C -0.439 -3.132 -0.134 -0.166
C 2.240 0.771 -2.007 -0.217
C -2.286 2.596 -3.350 -0.125
H -1.888 -1.924 -0.877 0.097
H -1.390 -3.791 7.183 0.082
H -3.929 3.796 0.303 0.096
H -0.667 -4.082 -0.647 0.113
H -1.259 3.092 -5.181 0.077
H -2.556 0.122 4.603 0.085
H -1.474 7.983 1.308 0.090
C -3.389 7.115 0.837 -0.128
C -2.012 7.071 1.073 -0.121
C 2.627 -1.730 1.293 -0.376
H -2.938 -0.766 5.975 0.080
S -0.019 -0.546 4.133 0.637
H 1.670 -1.802 -1.972 0.093
N -2.486 -0.769 5.073 0.078
H 0.903 -5.165 1.146 0.118
C -2.250 2.573 -1.966 -0.105
H 3.228 -0.832 -0.976 0.100
N -0.880 -1.971 -0.916 -0.119
C -0.102 3.618 -3.424 -0.128
H 2.831 0.098 2.428 0.100
C 1.040 -3.119 0.224 -0.455
C 1.585 -4.339 0.962 -0.225
N 1.508 -1.823 0.566 -0.015
C 0.911 -1.213 -2.487 -0.226
N 2.726 0.602 0.416 -0.125
H -1.484 -2.093 7.682 0.085
H -0.373 -2.901 -2.755 0.111
Rb -0.216 0.306 0.921 0.847
H -0.254 5.842 1.181 0.095
C -1.107 3.074 -1.292 -0.445
H 2.996 1.551 0.641 0.103
H -2.782 -2.836 6.715 0.076
C -1.705 -2.798 6.874 -0.094
H -3.925 8.054 0.886 0.082
C -0.438 -1.899 -2.301 -0.209
H -5.135 5.957 0.369 0.093
H 2.093 1.848 -1.885 0.099
C -1.208 -1.273 5.005 -0.951
N -1.013 -2.456 5.643 -0.069
H -1.013 -3.114 0.799 0.119
C 1.949 -4.094 -0.495 -0.061
C -3.398 4.719 0.497 -0.089
C -4.065 5.932 0.545 -0.113
O -1.952 2.078 0.937 -0.769
S -1.078 3.221 0.435 0.845
N 0.933 0.134 -1.942 -0.084
H 4.277 -0.375 1.534 0.107
```

The relative energy (zero: lowest compared OMol25 entry of this formula, charge and spin) comes out at 366.75 kJ/mol. The value obtained for the frontier orbital gap (spin up / spin down) is 3.12 / 3.12 eV. The net charge is -1. For the LUMO energy (spin up / spin down), the calculation gives 1.9 / 1.9 eV.